No. 1
Computed, not measured: 2 unconnected molecules or ions with the total composition C4H13N2O2 at a distorted geometry, with wB97M-V/def2-TZVPD.

Computed properties:
Relative energy (zero: lowest compared OMol25 entry of this formula, charge and spin) = 73.1 kcal per mole
Total charge = +2
Orbital gap (spin up / spin down) = 8.1 / 4.4 eV
⟨S²⟩ = 0.757
E_HOMO (spin up / spin down) = -18.2 / -18.2 eV
Electronic energy = -419.386398 Ha
Multiplicity = 2
M = 121.16 g mol⁻¹

```
21
C4H13N2O2, DFT wB97M-V/def2-TZVPD
H 2.445 0.467 -2.007
H -1.578 2.674 1.533
H -1.526 -0.068 1.251
C -1.738 -1.984 0.544
H 0.350 1.629 -0.545
H 2.649 1.333 -0.721
O -0.945 -2.915 0.508
N 2.098 0.630 -1.103
H 0.131 -1.330 -1.167
H 0.189 0.812 -1.987
C 0.633 0.781 -1.036
H 1.037 -2.076 0.780
H 1.028 -0.623 1.511
H -0.244 3.198 0.898
N 1.041 -1.101 0.613
H -2.816 -2.073 0.670
H -2.323 0.048 -0.344
O -1.013 2.656 0.698
C -0.013 -0.584 -0.380
H 2.040 -0.818 0.104
C -1.444 -0.657 0.180
```

Results of the natural (NBO) charge analysis, in e, for atoms 1 through 2:
1. H 0.41
2. H 0.50


No. 2
Computed, not measured: 2 unconnected molecules or ions with the total composition C4H13N2OS, with wB97M-V/def2-TZVPD.

Computed properties:
Relative energy (zero: lowest compared OMol25 entry of this formula, charge and spin) = 11.0 kcal per mole
Total charge = -1
Orbital gap = 6.1 eV
E_HOMO = -2.7 eV
Electronic energy = -743.161517 Ha
Multiplicity = 1
M = 137.23 g mol⁻¹

```
21
C4H13N2OS, DFT wB97M-V/def2-TZVPD
C -1.860 0.231 1.685
H -1.026 0.749 2.175
H -0.453 0.852 -2.048
C 1.507 0.026 -2.020
H 0.021 1.080 0.154
H 0.130 -0.997 3.143
C 0.045 0.004 -1.576
N -0.098 0.115 -0.129
H 0.420 -0.676 1.740
O 0.850 -1.120 2.494
H -0.382 -0.954 -1.870
H -2.557 1.049 1.497
N 2.246 1.095 -1.377
H 1.941 -0.962 -1.863
H 2.134 1.096 -0.369
C -1.464 -0.302 0.298
H -2.256 -0.055 -0.422
S -2.506 -1.035 2.786
H 1.470 0.223 -3.098
H 3.245 0.961 -1.537
H -1.406 -1.382 0.337
```

Results of the natural (NBO) charge analysis, in e, for atoms 1 through 2:
1. C -0.56
2. H 0.17


No. 3
Computed, not measured: a molecular structure, C4H13N2OS at a distorted geometry, with wB97M-V/def2-TZVPD.

Computed properties:
Relative energy (zero: lowest compared OMol25 entry of this formula, charge and spin) = 125.4 kcal per mole
Orbital gap (spin up / spin down) = 8.2 / 6.0 eV
⟨S²⟩ = 0.753
E_HOMO (spin up / spin down) = -8.6 / -8.6 eV
Electronic energy = -742.866497 Ha
Multiplicity = 2
M = 137.23 g mol⁻¹

```
21
C4H13N2OS, DFT wB97M-V/def2-TZVPD
O -4.089 -1.479 0.564
H -1.464 -0.830 -1.581
H -0.791 -1.835 -0.435
H 2.685 1.172 0.604
C 3.372 0.698 -0.622
N 3.644 0.321 0.690
H -1.521 0.433 1.118
N -0.579 -1.046 -1.118
H 1.759 -0.853 0.249
C -1.296 0.999 0.262
H -5.078 -1.269 0.301
H 3.232 -0.093 -1.339
H 1.387 0.430 1.391
S -2.703 1.162 -0.753
C -0.082 0.121 -0.332
H 4.012 1.469 -0.967
H -3.561 -0.596 0.348
H -0.833 1.898 0.556
H 0.574 -1.188 1.262
H 0.392 0.846 -0.924
C 0.941 -0.360 0.727
```

Results of the natural (NBO) charge analysis, in e, for atoms 1 through 2:
1. O -0.97
2. H 0.37


No. 4
Computed, not measured: C4H13N2S in the gas phase, with wB97M-V/def2-TZVPD.

Computed properties:
Relative energy (zero: lowest compared OMol25 entry of this formula, charge and spin) = 50.5 kcal per mole
Orbital gap (spin up / spin down) = 4.1 / 10.0 eV
⟨S²⟩ = 0.751
E_HOMO (spin up / spin down) = -3.5 / -9.4 eV
Electronic energy = -667.763896 Ha
Multiplicity = 2
M = 121.23 g mol⁻¹

```
20
C4H13N2S, DFT wB97M-V/def2-TZVPD
H 0.828 -0.743 -1.326
H 1.695 0.528 0.489
H -0.443 1.192 0.586
H -1.366 -1.355 -0.473
H -1.313 0.321 -2.130
S -2.487 2.296 -1.642
H 1.781 -1.647 2.421
N 1.231 -0.824 2.053
C -1.093 1.139 -1.454
H -2.127 0.662 0.371
H 1.397 -0.026 2.717
C -1.112 0.584 -0.010
N -0.724 -0.818 0.097
C 1.641 -0.549 0.613
H 0.654 -2.250 -0.326
H 0.232 -1.060 2.057
C 0.638 -1.158 -0.336
H 2.645 -0.945 0.548
H -1.960 3.095 -2.578
H -0.116 1.560 -1.677
```

Results of the natural (NBO) charge analysis, in e, for atoms 1 through 2:
1. H 0.18
2. H 0.21